Formula: C28H38BN5P2Zn
Source: OMol25
Level of theory: wB97M-V/def2-TZVPD

Output
HOMO energy, eV: -8.36
Kohn-Sham gap, eV: 6.50
Molecular weight, g mol⁻¹: 582.80
E, Eh: -3850.21959

```
75
C28H38BN5P2Zn (wB97M-V/def2-TZVPD)
Zn -3.14 1.24 5.00
C 1.29 -1.77 4.39
C 1.39 -0.66 3.64
C 1.24 -0.57 2.15
C -0.22 -0.79 1.73
C -0.84 -2.15 1.74
C -0.35 -3.36 2.05
C 1.01 -3.66 2.60
C 1.44 -3.19 4.01
C -3.81 0.25 3.43
H 1.03 -1.65 5.45
H 1.74 0.25 4.12
H 1.91 -1.17 1.52
H 1.44 0.49 1.91
H -0.81 -0.12 2.36
H -0.36 -0.37 0.72
H -1.93 -2.13 1.56
H -1.01 -4.24 1.92
H 1.73 -3.24 1.90
H 1.10 -4.76 2.60
H 0.89 -3.81 4.73
H 2.50 -3.48 4.15
H -4.63 -0.41 3.74
H -2.96 -0.34 3.05
H -4.13 1.00 2.70
P -1.29 0.14 -2.33
P 1.33 2.26 -1.25
N -1.33 -1.56 -2.88
N -2.48 0.60 -3.58
N 2.84 1.28 -1.33
N 2.25 3.80 -1.56
C 0.22 0.57 -3.31
C 0.75 1.98 -3.01
C -1.88 -2.58 -2.11
C -1.92 -3.76 -2.86
C -1.33 -3.45 -4.13
C -0.96 -2.11 -4.11
C -3.58 1.41 -3.26
C -4.24 1.78 -4.43
C -3.51 1.19 -5.52
C -2.45 0.47 -4.97
C 3.34 0.51 -0.27
C 4.20 -0.46 -0.77
C 4.33 -0.21 -2.18
C 3.52 0.87 -2.49
C 3.38 4.07 -2.34
C 3.66 5.43 -2.29
C 2.62 6.06 -1.51
C 1.75 5.04 -1.13
H -0.01 0.52 -4.38
H 0.98 -0.18 -3.09
H 1.55 2.21 -3.72
H -0.04 2.72 -3.17
H -2.17 -2.36 -1.09
H -2.35 -4.70 -2.54
H -1.23 -4.11 -4.98
H -0.44 -1.54 -4.87
H -3.77 1.62 -2.22
H -5.11 2.41 -4.49
H -3.72 1.30 -6.57
H -1.70 -0.12 -5.48
H 3.10 0.78 0.74
H 4.66 -1.26 -0.20
H 4.95 -0.73 -2.90
H 3.39 1.36 -3.45
H 3.91 3.27 -2.83
H 4.53 5.92 -2.71
H 2.54 7.10 -1.25
H 0.84 5.05 -0.56
B -2.15 -0.82 8.84
C -2.50 -0.46 7.38
N -2.79 -0.02 6.33
H -1.09 -0.29 9.11
H -2.06 -2.02 9.02
H -3.04 -0.35 9.53
```

Atomic partial charges in e from the Mulliken method, atoms 1 to 4: number 1, Zn, carries 0.016; number 2, C, carries -0.871; number 3, C, carries -0.575; number 4, C, carries -0.353